[1]
A structure of composition C2H2FHgO at a distorted geometry, computed with ωB97M-V/def2-TZVPD.

Structure (XYZ):
```
7
Properties=species:S:1:pos:R:3
O 1.036 0.283 -0.034
C 0.181 0.693 -0.854
C -0.759 -0.341 -1.091
H -0.134 1.744 -0.943
F -2.017 -0.016 -1.250
H -0.537 -1.409 -1.128
Hg 1.849 0.021 2.130
```

## Properties
E_tot (eV): -11035.0425
Multiplicity: 3
Maximum force (eV/Å): 2.9
Net charge: +1
Energy above the lowest of the compared OMol25 structures with the same formula, charge and spin (kJ/mol): 18.0

Löwdin population analysis, charges in e, atoms 1 to 4: O -0.2640; C -0.1822; C -0.0174; H 0.1525



[2]
A cluster of 2 separate species, C2H2FI in total at a distorted geometry, computed with ωB97M-V/def2-TZVPD.

Structure (XYZ):
```
6
Properties=species:S:1:pos:R:3
C -0.488 -0.196 -1.015
C 0.446 0.215 1.272
F 0.357 -0.967 -1.644
I -0.685 0.671 2.882
H -1.425 -0.756 -0.846
H 1.398 0.749 1.270
```

## Properties
E_tot (eV): -12917.0751
Multiplicity: 1
Maximum force (eV/Å): 1.9
Energy above the lowest of the compared OMol25 structures with the same formula, charge and spin (kJ/mol): 585.9

Löwdin population analysis, charges in e, atoms 1 to 4: C 0.0043; C -0.6204; F -0.0431; I 0.7444



[3]
A cluster of 2 separate species, C2H2FI in total at a distorted geometry, computed with ωB97M-V/def2-TZVPD.

Structure (XYZ):
```
6
Properties=species:S:1:pos:R:3
C 0.057 -1.573 0.146
C -0.821 -0.786 0.087
F 0.771 1.932 -0.262
I -2.351 0.499 -0.027
H 0.715 -2.298 0.064
H 1.629 2.225 -0.008
```

## Properties
E_tot (eV): -12917.4065
Multiplicity: 3
Maximum force (eV/Å): 5.4
Energy above the lowest of the compared OMol25 structures with the same formula, charge and spin (kJ/mol): 194.1

Löwdin population analysis, charges in e, atoms 1 to 4: C 0.0069; C -0.7871; F -0.1126; I 0.8173



[4]
A cluster of 2 separate species, C2H2FIO in total at a distorted geometry, computed with ωB97M-V/def2-TZVPD.

Structure (XYZ):
```
7
Properties=species:S:1:pos:R:3
C 1.030 -0.975 -0.416
C -0.529 0.750 0.243
O 0.642 -2.016 -0.613
F -0.578 0.311 1.508
I -2.407 0.551 -0.673
H 1.970 -0.406 -0.481
H -0.129 1.785 0.433
```

## Properties
E_tot (eV): -14967.9901
Multiplicity: 1
Maximum force (eV/Å): 5.8
Energy above the lowest of the compared OMol25 structures with the same formula, charge and spin (kJ/mol): 289.1

Löwdin population analysis, charges in e, atoms 1 to 4: C -0.0690; C -0.7658; O 0.1342; F -0.1813



[5]
A cluster of 2 separate species, C2H2FIO in total at a distorted geometry, computed with ωB97M-V/def2-TZVPD.

Structure (XYZ):
```
7
Properties=species:S:1:pos:R:3
C -2.687 -0.469 1.003
C -0.263 0.767 0.578
O -2.470 -1.587 1.195
F -0.486 0.985 -0.713
I -4.096 0.292 -0.257
H 0.452 0.007 0.768
H -0.721 1.575 1.122
```

## Properties
E_tot (eV): -14968.1118
Multiplicity: 1
Maximum force (eV/Å): 2.5
Energy above the lowest of the compared OMol25 structures with the same formula, charge and spin (kJ/mol): 277.4

Löwdin population analysis, charges in e, atoms 1 to 4: C -0.8090; C -0.0405; O -0.0303; F -0.0644



[6]
A structure of composition C2H2FK at a distorted geometry, computed with ωB97M-V/def2-TZVPD.

Structure (XYZ):
```
6
Properties=species:S:1:pos:R:3
F 1.866 0.058 1.170
C 0.292 -0.058 0.562
C -0.024 0.363 -0.614
H -0.230 -0.219 1.526
H 0.734 0.449 -1.405
K -2.638 -0.594 -1.239
```

## Properties
E_tot (eV): -21146.2797
Multiplicity: 2
Maximum force (eV/Å): 1.9
Net charge: -1
Energy above the lowest of the compared OMol25 structures with the same formula, charge and spin (kJ/mol): 0.0

Löwdin population analysis, charges in e, atoms 1 to 4: F -0.3883; C -0.2652; C -0.2520; H 0.0395



[7]
A structure of composition C2H2FLiORh at a distorted geometry, computed with ωB97M-V/def2-TZVPD.

Structure (XYZ):
```
8
Properties=species:S:1:pos:R:3
H -0.599 0.851 -1.301
C 0.106 -1.149 -0.108
C -0.653 -0.074 -0.283
O -0.051 1.151 -0.134
Li -1.945 1.271 1.208
Rh 1.785 0.997 0.371
F 1.519 -0.903 0.015
H -0.161 -2.144 0.231
```

## Properties
E_tot (eV): -10038.6738
Multiplicity: 5
Maximum force (eV/Å): 7.4
Net charge: +3
Energy above the lowest of the compared OMol25 structures with the same formula, charge and spin (kJ/mol): 399.1

Löwdin population analysis, charges in e, atoms 1 to 4: H 0.3694; C 0.1871; C -0.0670; O -0.2458



[8]
A structure of composition C2H2FMgNaO2 at a distorted geometry, computed with ωB97M-V/def2-TZVPD.

Structure (XYZ):
```
9
Properties=species:S:1:pos:R:3
C 0.078 -0.661 -0.451
C 0.216 -1.768 -1.323
O 0.845 -0.468 0.464
F -1.054 -0.332 1.308
H 0.406 2.094 -0.902
H 0.525 -2.739 -0.905
Na 0.924 1.406 2.042
Mg -1.885 1.123 0.279
O -0.057 1.345 -0.514
```

## Properties
E_tot (eV): -18757.5466
Multiplicity: 1
Maximum force (eV/Å): 6.5
Net charge: +2
Energy above the lowest of the compared OMol25 structures with the same formula, charge and spin (kJ/mol): 227.7

Löwdin population analysis, charges in e, atoms 1 to 4: C -0.2178; C 0.4472; O 0.0944; F -0.4005



[9]
A structure of composition C2H2FMgO2Rb at a distorted geometry, computed with ωB97M-V/def2-TZVPD.

Structure (XYZ):
```
9
Properties=species:S:1:pos:R:3
H -1.213 1.160 -0.771
O -1.238 -1.085 0.456
C -1.152 0.122 0.145
C 0.125 0.551 -0.547
O 1.200 0.134 0.043
Rb 0.633 -3.157 1.416
Mg 3.034 0.603 -0.247
F -1.548 1.010 1.152
H 0.157 0.663 -1.646
```

## Properties
E_tot (eV): -14997.0200
Multiplicity: 1
Maximum force (eV/Å): 3.6
Net charge: +2

Löwdin population analysis, charges in e, atoms 1 to 4: H 0.2665; O 0.0082; C -0.4568; C -0.2174



[10]
A cluster of 2 separate species, C2H2FN in total at a distorted geometry, computed with ωB97M-V/def2-TZVPD.

Structure (XYZ):
```
6
Properties=species:S:1:pos:R:3
C 0.192 0.471 -0.355
C 1.289 0.117 0.483
N 0.915 1.450 -0.238
F 2.347 -0.479 -0.119
H -2.201 0.524 -0.976
H 1.287 0.056 1.520
```

## Properties
E_tot (eV): -6307.1794
Multiplicity: 1
Maximum force (eV/Å): 2.4
Energy above the lowest of the compared OMol25 structures with the same formula, charge and spin (kJ/mol): 561.1

Löwdin population analysis, charges in e, atoms 1 to 4: C -0.1250; C -0.2828; N 0.1721; F 0.0367



[11]
A cluster of 2 separate species, C2H2FN in total at a distorted geometry, computed with ωB97M-V/def2-TZVPD.

Structure (XYZ):
```
6
Properties=species:S:1:pos:R:3
C -0.990 0.293 0.040
C 0.387 -0.173 0.139
N -2.112 0.524 -0.071
F 0.586 -1.503 -0.040
H 1.132 0.541 -0.945
H 0.997 0.318 0.877
```

## Properties
E_tot (eV): -6311.5376
Multiplicity: 1
Maximum force (eV/Å): 5.8
Energy above the lowest of the compared OMol25 structures with the same formula, charge and spin (kJ/mol): 140.6

Löwdin population analysis, charges in e, atoms 1 to 4: C -0.2146; C -0.2408; N 0.1580; F -0.0094



[12]
A cluster of 2 separate species, C2H2FNO in total at a distorted geometry, computed with ωB97M-V/def2-TZVPD.

Structure (XYZ):
```
7
Properties=species:S:1:pos:R:3
C 0.618 -1.017 0.568
C -0.524 0.258 0.183
N 1.581 -0.516 0.065
O -1.016 0.335 -0.894
F -0.712 1.776 -1.978
H 0.424 -1.958 1.103
H -0.370 1.122 0.953
```

## Properties
E_tot (eV): -8354.9818
Multiplicity: 1
Maximum force (eV/Å): 2.1
Energy above the lowest of the compared OMol25 structures with the same formula, charge and spin (kJ/mol): 543.9

Löwdin population analysis, charges in e, atoms 1 to 4: C -0.1833; C -0.1404; N 0.1811; O 0.0428



[13]
An isolated molecule of C2H2FNS at a distorted geometry, computed with ωB97M-V/def2-TZVPD.

Structure (XYZ):
```
7
Properties=species:S:1:pos:R:3
C 0.250 -1.309 1.064
C -0.085 -0.065 0.450
N 0.596 -2.259 1.623
F -1.858 1.743 0.189
S -1.512 0.708 1.357
H -0.399 -0.073 -0.506
H 0.770 0.432 0.634
```

## Properties
SMILES: N#CCSF
E_tot (eV): -17147.4282
Multiplicity: 1
Maximum force (eV/Å): 4.2
Energy above the lowest of the compared OMol25 structures with the same formula, charge and spin (kJ/mol): 0.0

Löwdin population analysis, charges in e, atoms 1 to 4: C -0.3009; C -0.3934; N 0.1628; F -0.4799



[14]
A structure of composition C2H2FNaO2 at a distorted geometry, computed with ωB97M-V/def2-TZVPD.

Structure (XYZ):
```
8
Properties=species:S:1:pos:R:3
H 0.727 0.832 1.649
O 0.637 -0.991 -0.629
C 1.016 0.004 -0.059
C 0.111 0.965 0.674
O -1.166 0.558 0.660
F 2.256 0.462 -0.299
H 0.326 1.984 0.278
Na -1.738 -1.200 -0.472
```

## Properties
E_tot (eV): -13335.4187
Multiplicity: 1
Maximum force (eV/Å): 2.9
Energy above the lowest of the compared OMol25 structures with the same formula, charge and spin (kJ/mol): 0.0

Löwdin population analysis, charges in e, atoms 1 to 4: H 0.1407; O 0.0681; C -0.4510; C -0.3950



[15]
A cluster of 2 separate species, C2H2FO2S in total at a distorted geometry, computed with ωB97M-V/def2-TZVPD.

Structure (XYZ):
```
8
Properties=species:S:1:pos:R:3
C 1.086 0.628 -0.515
C -0.999 -0.373 0.121
O -2.038 -0.930 -0.626
O -2.928 1.430 -0.178
F 1.173 1.555 0.529
S -2.647 0.138 0.454
H 1.562 -0.299 -0.078
H -0.533 -0.951 1.046
```

## Properties
E_tot (eV): -19748.8117
Multiplicity: 1
Maximum force (eV/Å): 4.3
Net charge: -1
Energy above the lowest of the compared OMol25 structures with the same formula, charge and spin (kJ/mol): 627.8

Löwdin population analysis, charges in e, atoms 1 to 4: C -0.0798; C -0.4834; O -0.4171; O -0.5608



[16]
A cluster of 2 separate species, C2H2FO3P in total at a distorted geometry, computed with ωB97M-V/def2-TZVPD.

Structure (XYZ):
```
9
Properties=species:S:1:pos:R:3
C -0.416 0.532 0.353
C 1.958 0.585 0.294
O 4.693 0.304 -0.521
O 3.309 -1.806 -0.190
O 2.811 0.279 1.384
F 2.103 2.014 -0.170
P 3.392 -0.304 -0.120
H -0.224 1.164 1.207
H -0.306 1.249 -0.606
```

## Properties
E_tot (eV): -20250.6724
Multiplicity: 1
Maximum force (eV/Å): 3.5
Net charge: -2
Energy above the lowest of the compared OMol25 structures with the same formula, charge and spin (kJ/mol): 465.7

Löwdin population analysis, charges in e, atoms 1 to 4: C -0.1579; C -0.4413; O -0.4286; O -0.4476



[17]
A structure of composition C2H2FP at a distorted geometry, computed with ωB97M-V/def2-TZVPD.

Structure (XYZ):
```
6
Properties=species:S:1:pos:R:3
C 0.272 -0.010 0.516
C -0.365 -0.142 -0.593
F -2.745 0.794 0.167
P -1.986 -0.629 0.024
H -0.148 -0.151 1.440
H -0.054 0.211 -1.560
```

## Properties
E_tot (eV): -14109.3329
Multiplicity: 1
Maximum force (eV/Å): 3.3
Energy above the lowest of the compared OMol25 structures with the same formula, charge and spin (kJ/mol): 210.2

Löwdin population analysis, charges in e, atoms 1 to 4: C 0.0066; C -0.5348; F -0.3919; P 0.9281



[18]
A structure of composition C2H2I2S2 at a distorted geometry, computed with ωB97M-V/def2-TZVPD.

Structure (XYZ):
```
8
Properties=species:S:1:pos:R:3
C -0.090 -1.186 -2.243
C -0.727 -0.469 -0.271
S 1.154 -2.114 -2.233
S 0.722 -0.171 0.647
I -1.162 -0.329 -3.791
I -2.035 1.165 -0.581
H -1.456 -1.267 -0.051
H 0.588 1.179 1.056
```

## Properties
E_tot (eV): -39974.9209
Multiplicity: 1
Maximum force (eV/Å): 3.4
Energy above the lowest of the compared OMol25 structures with the same formula, charge and spin (kJ/mol): 199.7

Löwdin population analysis, charges in e, atoms 1 to 4: C -1.3862; C -1.1829; S 0.6276; S 0.5889



[19]
A structure of composition C2H2I3NO at a distorted geometry, computed with ωB97M-V/def2-TZVPD.

Structure (XYZ):
```
9
Properties=species:S:1:pos:R:3
C -0.527 -0.095 0.763
C 1.176 0.165 -0.311
N -1.579 0.005 -0.016
O -0.396 -0.219 1.913
I 1.022 -1.010 -2.112
I 1.412 2.210 -0.769
I 2.596 -0.561 1.066
H -1.381 -0.023 -0.998
H -2.323 -0.472 0.464
```

## Properties
E_tot (eV): -29944.4921
Multiplicity: 1
Maximum force (eV/Å): 4.6
Energy above the lowest of the compared OMol25 structures with the same formula, charge and spin (kJ/mol): 84.9

Löwdin population analysis, charges in e, atoms 1 to 4: C -0.6109; C -1.8589; N 0.1552; O 0.0497



[20]
An isolated molecule of C2H2IN at a distorted geometry, computed with ωB97M-V/def2-TZVPD.

Structure (XYZ):
```
6
Properties=species:S:1:pos:R:3
C -0.823 1.201 0.788
C 0.236 -0.802 -0.339
N -0.176 0.240 0.345
I 1.170 -0.593 -2.302
H -0.604 1.851 1.630
H 0.198 -1.897 -0.121
```

## Properties
E_tot (eV): -11693.7561
Multiplicity: 1
Maximum force (eV/Å): 2.1
Energy above the lowest of the compared OMol25 structures with the same formula, charge and spin (kJ/mol): 230.2

Löwdin population analysis, charges in e, atoms 1 to 4: C 0.0777; C -0.6102; N -0.1782; I 0.6355